(1)
Formula: CH6N3O
Source: the OMol25 dataset
Level of theory: ωB97M-V with the def2-TZVPD basis set

Computed properties:
Total charge   -1
Highest occupied orbital energy (spin up / spin down)   -1.97 / -1.97 eV
HOMO-LUMO gap (spin up / spin down)   0.24382 / 0.24384 Ha

CARTESIAN COORDINATES (ANGSTROEM)
C (-0.372, -1.183, 0.053)
N (1.924, 0.433, -0.452)
N (0.991, 0.630, 0.500)
N (-0.164, 0.118, 0.708)
O (-1.531, 1.174, -0.509)
H (-1.489, -1.139, 0.081)
H (-0.002, -1.215, -0.909)
H (0.110, -1.777, 0.863)
H (1.616, -0.220, -1.118)
H (-2.240, 1.796, -0.291)
H (1.156, 1.383, 1.074)

natural (NBO) population analysis, charges in e, atoms 1 to 8:
1. C -0.487
2. N -0.775
3. N -0.052
4. N -0.107
5. O -1.260
6. H 0.254
7. H 0.180
8. H 0.190

---

(2)
Formula: CH6N3O
Source: the OMol25 dataset
Level of theory: ωB97M-V with the def2-TZVPD basis set

Computed properties:
Total charge   +1
SMILES string   N/C=[N+](\N)O
Highest occupied orbital energy   -15.27 eV
HOMO-LUMO gap   0.41035 Ha

CARTESIAN COORDINATES (ANGSTROEM)
N (-1.698, -0.352, 0.020)
C (-0.555, -0.881, 0.020)
N (0.672, -0.233, -0.060)
N (0.711, 1.130, -0.156)
O (1.860, -0.838, -0.088)
H (-2.411, -1.005, -0.228)
H (-1.747, 0.637, -0.308)
H (-0.232, -1.854, 0.156)
H (1.298, 1.616, 0.530)
H (1.030, 1.462, -1.026)
H (2.151, -1.023, 0.763)

natural (NBO) population analysis, charges in e, atoms 1 to 8:
1. N -0.681
2. C 0.375
3. N 0.062
4. N -0.671
5. O -0.492
6. H 0.443
7. H 0.459
8. H 0.237

---

(3)
Formula: CH6N3O
Source: the OMol25 dataset
Level of theory: ωB97M-V with the def2-TZVPD basis set

Computed properties:
Total charge   +1
Highest occupied orbital energy   -15.18 eV
HOMO-LUMO gap   0.27775 Ha

CARTESIAN COORDINATES (ANGSTROEM)
C (0.591, 0.305, 1.591)
N (0.531, 1.428, 1.389)
N (-0.231, 2.457, -0.423)
N (-0.171, -1.774, -0.269)
O (0.380, 1.737, -1.262)
H (-1.325, 2.239, -0.396)
H (1.047, -0.592, 2.020)
H (-1.077, -1.973, -0.762)
H (-0.146, -2.474, 0.592)
H (0.509, -2.316, -0.907)
H (-0.109, 0.963, -1.572)

natural (NBO) population analysis, charges in e, atoms 1 to 8:
1. C 0.227
2. N -0.340
3. N 0.197
4. N -1.126
5. O -0.272
6. H 0.376
7. H 0.273
8. H 0.380

---

(4)
Formula: CH6N3O2
Source: the OMol25 dataset
Level of theory: ωB97M-V with the def2-TZVPD basis set

Computed properties:
Total charge   +1
SMILES string   N/C(NO)=[NH+]/O
Highest occupied orbital energy   -14.85 eV
HOMO-LUMO gap   0.42029 Ha

CARTESIAN COORDINATES (ANGSTROEM)
N (-1.452, -0.697, 0.377)
C (-0.296, -0.225, 0.067)
N (-0.096, 0.941, -0.480)
O (-1.098, 1.863, -0.647)
N (0.990, -1.063, 0.561)
O (2.203, -0.365, 0.278)
H (-2.282, -0.234, 0.149)
H (-1.718, -1.700, 0.691)
H (0.801, 1.321, -0.800)
H (-0.907, 2.359, -1.448)
H (1.120, -2.044, 0.184)
H (2.736, -0.157, 1.068)

natural (NBO) population analysis, charges in e, atoms 1 to 8:
1. N -0.745
2. C 0.630
3. N -0.255
4. O -0.503
5. N -0.311
6. O -0.580
7. H 0.436
8. H 0.465

---

(5)
Formula: CH6N3OS
Source: the OMol25 dataset
Level of theory: ωB97M-V with the def2-TZVPD basis set

Computed properties:
Total charge   +1
Highest occupied orbital energy   -13.84 eV
HOMO-LUMO gap   0.36148 Ha

CARTESIAN COORDINATES (ANGSTROEM)
C (-0.529, 0.304, -0.050)
N (0.270, -0.710, 0.021)
N (0.316, 2.086, -0.174)
N (0.007, -1.975, -0.041)
O (1.584, 1.777, 0.111)
S (-2.195, 0.563, 0.045)
H (1.238, -0.415, 0.011)
H (-0.247, 2.311, 0.733)
H (-0.952, -2.246, 0.029)
H (-2.397, -0.763, -0.114)
H (0.772, -2.667, 0.053)
H (2.132, 1.733, -0.626)

natural (NBO) population analysis, charges in e, atoms 1 to 8:
1. C 0.115
2. N -0.308
3. N -0.163
4. N -0.616
5. O -0.530
6. S 0.237
7. H 0.432
8. H 0.369

---

(6)
Formula: CH6N4
Source: the OMol25 dataset
Level of theory: ωB97M-V with the def2-TZVPD basis set

Computed properties:
SMILES string   [H]/N=C(/N)NN
Highest occupied orbital energy   -8.78 eV
HOMO-LUMO gap   0.35630 Ha

CARTESIAN COORDINATES (ANGSTROEM)
H (0.386, 1.830, 0.025)
N (-0.610, 1.489, -0.032)
C (-0.578, 0.201, -0.007)
N (-1.714, -0.523, -0.001)
N (0.536, -0.587, -0.056)
N (1.823, -0.134, -0.010)
H (-1.718, -1.546, -0.070)
H (-2.607, -0.047, 0.051)
H (0.498, -1.600, -0.016)
H (1.997, 0.566, -0.760)
H (1.986, 0.352, 0.877)

natural (NBO) population analysis, charges in e, atoms 1 to 8:
1. H 0.321
2. N -0.794
3. C 0.549
4. N -0.827
5. N -0.476
6. N -0.632
7. H 0.387
8. H 0.412